Record 1
{"formula": "C6H38NO11", "method": "wB97M-V/def2-TZVPD", "max_force_ev_per_a": 3.97, "spin_multiplicity": 2, "e_above_lowest_kcal_mol": 12.24, "total_charge": 2, "homo_lumo_gap_ev": [11.4, 4.1], "symbols": ["O", "O", "O", "O", "O", "O", "O", "O", "O", "O", "O", "N", "C", "C", "C", "C", "C", "C", "H", "H", "H", "H", "H", "H", "H", "H", "H", "H", "H", "H", "H", "H", "H", "H", "H", "H", "H", "H", "H", "H", "H", "H", "H", "H", "H", "H", "H", "H", "H", "H", "H", "H", "H", "H", "H", "H"], "positions_angstrom": [[-3.469612, 1.607809, -1.063033], [1.098131, -3.593590, 0.873850], [-1.410035, 3.401749, 0.027515], [1.144310, 3.641875, 0.718554], [-1.952281, -0.748187, -3.157672], [1.819098, -1.156187, -2.958925], [3.799447, -1.847102, -0.568223], [0.463016, 1.830234, -2.212250], [0.814684, 1.583252, 2.737405], [3.615786, 0.836537, 0.131548], [2.961855, 3.102368, -1.189944], [-1.344669, 0.721197, 0.060019], [-0.273568, -0.203301, 0.649778], [0.346397, -0.783408, -0.608732], [-1.252072, -1.281102, 1.443063], [-2.371405, -3.503787, 1.469551], [-2.298653, -2.135794, 0.745610], [-1.874866, -0.614883, 2.613183], [-3.249040, -1.604564, 0.793892], [-1.110491, -0.965977, -3.570647], [3.151131, -2.015410, 0.123845], [4.655649, -2.223752, -0.327214], [3.745888, -0.000920, -0.366250], [1.621333, 2.006058, 3.044841], [-3.114324, -3.541748, 2.263608], [-1.153137, -0.157520, 3.291614], [1.936915, 4.079072, 0.395344], [0.842327, -4.183301, 1.601059], [0.765122, 1.226023, -2.901415], [-2.386530, -0.062373, -3.677614], [-1.446016, -3.697775, 2.022168], [-1.462552, 3.735958, 0.931844], [1.162933, 2.489583, -2.067287], [-0.500397, -1.280833, -1.092178], [-2.786942, 0.000637, 2.605851], [0.764611, 0.042957, -1.192266], [-2.356373, -4.297378, 0.727216], [-2.222953, 0.646339, 0.564681], [-0.760955, 3.970937, -0.409077], [4.395792, 0.781780, 0.701349], [1.036186, 2.701637, 0.768981], [1.010329, -1.640690, -0.503528], [2.089574, -1.408832, -3.847557], [-2.112705, -2.243374, -0.324733], [-1.112899, 1.773079, 0.002817], [3.876110, 3.406497, -1.118728], [-2.356053, -1.387243, 3.254725], [-1.581473, 0.496753, -0.918669], [-0.338775, -1.823973, 1.825189], [-3.405670, 2.480518, -1.478345], [2.983172, 2.303905, -0.618765], [0.579600, 0.252006, 1.162386], [0.261275, 2.101424, 2.159498], [2.569046, -0.740818, -2.522224], [-4.030657, 1.156332, -1.714829], [0.225385, -3.232691, 0.699116]], "forces_ev_per_a": [[-0.453, 0.014, -0.997], [-0.631, 0.111, 0.707], [-0.343, -0.341, 0.000], [-1.779, 1.751, 0.929], [-0.092, 0.133, 0.725], [-0.578, 0.270, -0.031], [-0.050, 0.548, -0.375], [-0.199, -0.028, 0.422], [-0.223, -1.647, 0.275], [0.361, -0.845, 0.107], [0.142, -0.198, 0.361], [0.613, 0.215, 0.723], [0.784, 0.760, -3.816], [-1.545, -2.242, 0.834], [-1.373, -0.697, 1.993], [1.259, 0.038, 0.021], [0.430, 0.721, -0.751], [0.522, 0.316, 1.709], [-0.096, -0.109, 0.113], [-0.096, 0.132, -0.277], [0.360, -0.507, 0.180], [-0.303, -0.163, 0.170], [-0.298, 0.163, 0.016], [-0.279, 0.717, -0.310], [-0.451, -0.085, -0.437], [0.053, 0.236, -0.214], [0.425, -1.238, -0.340], [0.781, -0.300, -0.038], [0.174, 0.213, -0.138], [0.279, -0.188, -0.246], [0.138, 0.104, 0.101], [-0.014, 0.284, -0.096], [0.175, -0.112, -0.247], [0.284, 0.527, -0.926], [0.163, 0.209, -0.943], [-0.047, 0.071, 0.036], [-0.776, -0.139, 0.136], [-0.171, 0.417, -0.018], [0.201, -0.069, 0.155], [-0.159, 0.492, 0.186], [1.591, -0.262, -0.755], [0.636, 0.585, 0.367], [0.290, 0.023, 0.063], [0.167, -0.366, 0.059], [-0.149, -0.089, 0.237], [-0.084, 0.126, -0.408], [0.292, -0.511, -0.232], [0.163, -0.300, -0.001], [-0.023, 0.063, -0.361], [0.206, 0.166, 0.473], [0.249, 0.233, -0.393], [-1.136, 0.176, 1.261], [0.350, 1.073, 0.576], [0.332, -0.285, -0.263], [-0.015, -0.182, 0.429], [-0.057, 0.014, -0.749]]}


Record 2
{"formula": "C47H55BrCl3CuN4O8S3Si", "method": "wB97M-V/def2-TZVPD", "max_force_ev_per_a": 0.77, "spin_multiplicity": 2, "total_charge": -1, "homo_lumo_gap_ev": [7.3, 7.3], "symbols": ["Br", "Cu", "Cl", "Cl", "Cl", "S", "S", "S", "Si", "O", "O", "O", "O", "O", "O", "O", "O", "N", "N", "N", "N", "C", "C", "C", "C", "C", "C", "C", "C", "C", "C", "C", "C", "C", "C", "C", "C", "C", "C", "C", "C", "C", "C", "C", "C", "C", "C", "C", "C", "C", "C", "C", "C", "C", "C", "C", "C", "C", "C", "C", "C", "C", "C", "C", "C", "C", "C", "C", "H", "H", "H", "H", "H", "H", "H", "H", "H", "H", "H", "H", "H", "H", "H", "H", "H", "H", "H", "H", "H", "H", "H", "H", "H", "H", "H", "H", "H", "H", "H", "H", "H", "H", "H", "H", "H", "H", "H", "H", "H", "H", "H", "H", "H", "H", "H", "H", "H", "H", "H", "H", "H", "H", "H"], "positions_angstrom": [[-7.732703, -0.046878, -2.382959], [-0.320910, -0.601408, 1.134885], [-2.422129, 7.172136, 0.240469], [3.219087, 5.971834, 2.309866], [3.300074, 2.775379, 6.595844], [-0.479325, -2.798856, 1.946668], [2.716190, -0.078424, 0.747642], [-3.910880, 5.252710, -1.433857], [-0.259760, -4.220815, 0.441437], [2.180586, -0.455886, -0.535353], [-1.163374, 5.287724, 2.400145], [3.328455, 1.228587, 0.858486], [1.151779, -3.978696, -0.357519], [-2.272634, -0.305280, 1.034352], [-1.423719, -4.345688, -0.706632], [-0.245050, -5.751850, 1.076813], [-2.462849, -0.606011, -1.182623], [-0.124242, 1.303846, 0.224203], [0.148015, 3.472352, 0.209775], [1.525049, -0.267216, 1.808042], [0.562371, -0.273747, 3.854910], [-2.792327, 4.443870, 0.731344], [-4.418331, -0.179737, 0.105508], [-2.976162, 5.559618, -0.021569], [5.307889, -0.874396, 0.911329], [-3.349068, -4.251606, -2.012351], [4.714817, -3.345805, 2.004460], [0.603506, -0.283549, 5.184933], [-6.602163, -0.004953, -0.853265], [3.082181, 4.259266, 4.353675], [-5.245466, -0.212446, -1.012291], [0.862124, -2.934811, -2.532937], [-7.164197, 0.236760, 0.389629], [1.524987, -5.869602, 2.714156], [-4.100069, 3.604709, -1.006580], [2.914794, 0.164867, 3.834129], [3.679686, -2.474988, 1.699341], [3.992785, -1.235489, 1.160497], [-2.924131, -0.419289, -0.057751], [6.043758, -3.008836, 1.759721], [-0.885734, -6.157011, 3.363998], [-2.781483, -4.769284, -0.703197], [0.199256, 5.235182, 2.018355], [-2.839747, -6.294010, -0.672261], [3.048439, -3.823132, -1.719122], [6.326982, -1.766749, 1.205678], [2.932341, 0.135594, 5.211491], [1.541242, -4.039577, -1.728733], [0.252615, -7.864686, 1.941074], [-0.464550, 3.141883, -0.983282], [0.533406, 4.814926, 0.595939], [1.024352, 4.520755, 3.080534], [0.340551, 2.328304, 0.886949], [1.113215, 3.053690, 5.017805], [0.424969, 3.628089, 3.962431], [2.369228, 4.811588, 3.300788], [-3.539192, -4.193275, 0.488906], [1.763142, -0.126063, 5.921448], [1.706239, -0.136342, 3.173900], [-3.456944, 3.319602, 0.149050], [-6.329996, 0.272626, 1.499369], [-0.627507, 1.791002, -0.963022], [2.437304, 3.393635, 5.217850], [1.216781, -5.418810, -2.295053], [-2.070895, 4.267029, 2.037336], [-4.965301, 0.063696, 1.358979], [7.147618, -3.983753, 2.074728], [0.161491, -6.381559, 2.277530], [5.521509, 0.105792, 0.504099], [6.946581, -4.515634, 3.005625], [4.120201, 4.518970, 4.504939], [3.444127, -3.911802, -2.735072], [-3.427859, -3.111462, 0.524543], [-2.817971, 4.258640, 2.835274], [1.748186, -0.170289, 7.001979], [-0.725033, -8.237322, 1.626934], [7.357954, -1.488176, 1.014563], [0.141988, -5.606427, -2.249429], [-3.879405, -6.631944, -0.685360], [-0.619036, 3.381139, 3.829758], [0.586764, -8.438795, 2.809302], [-1.833779, -6.616701, 3.072774], [3.801499, 0.424975, 3.272513], [0.957450, -8.016416, 1.120957], [-4.404958, -4.520037, -2.115312], [1.542504, -5.487058, -3.336067], [-8.230153, 0.390819, 0.487520], [2.231690, -5.976430, 1.888855], [-3.242986, -3.172856, -2.041162], [7.241489, -4.732310, 1.283841], [-2.791821, -4.675149, -2.851564], [-2.323949, -6.707386, -1.542403], [1.462002, -4.815273, 2.989555], [0.850406, 2.272514, 1.838444], [-1.046342, -5.088715, 3.518983], [-1.055354, 1.129380, -1.696743], [-4.653283, 2.932545, -1.645734], [1.889643, -6.438726, 3.574175], [-0.730468, 3.889250, -1.713140], [3.858690, 0.337444, 5.736675], [-2.349320, -6.673280, 0.225589], [1.729251, -6.189972, -1.713629], [1.110832, -1.964492, -2.101537], [-3.150411, -4.590772, 1.429884], [-0.555047, -6.603938, 4.305912], [-1.600750, 3.280157, 2.034994], [1.217676, -2.964392, -3.566890], [0.622633, 2.356636, 5.683773], [-4.306049, 0.067697, 2.217207], [-4.804243, -0.384668, -1.980649], [0.038309, 5.501222, -0.088924], [-3.409736, 2.326339, 0.578217], [-0.352764, -0.416276, 5.681868], [-6.756396, 0.455765, 2.478005], [4.485327, -4.308406, 2.439570], [-0.221929, -3.048732, -2.525713], [3.279336, -2.829177, -1.335746], [0.506703, 6.283847, 2.041488], [2.641452, -2.746073, 1.875279], [1.607964, 4.941118, 0.465859], [3.535241, -4.569096, -1.083490], [8.109063, -3.477483, 2.168901], [-4.601294, -4.441725, 0.408572]], "forces_ev_per_a": [[-0.018, 0.006, -0.021], [-0.223, 0.015, -0.121], [0.052, -0.059, 0.059], [-0.070, -0.025, -0.022], [0.004, 0.487, 0.095], [-0.018, 0.028, -0.086], [-0.292, 0.074, 0.041], [-0.057, 0.058, -0.084], [0.077, -0.111, 0.133], [0.043, -0.013, -0.002], [0.003, 0.175, -0.265], [0.097, 0.141, 0.036], [-0.137, 0.167, 0.065], [0.123, -0.273, 0.010], [0.149, 0.190, -0.090], [-0.173, 0.083, -0.012], [-0.110, -0.274, 0.054], [-0.392, -0.359, -0.258], [-0.074, 0.232, -0.296], [0.710, -0.187, 0.244], [-0.114, -0.041, 0.189], [0.017, -0.029, 0.038], [-0.070, -0.197, -0.016], [0.004, -0.002, -0.070], [0.018, 0.025, 0.016], [-0.193, -0.075, -0.063], [-0.060, 0.034, -0.060], [0.061, -0.047, -0.083], [-0.020, 0.030, 0.011], [0.037, -0.047, 0.019], [0.082, 0.097, 0.088], [0.000, 0.028, 0.077], [0.034, 0.008, 0.025], [0.105, 0.103, 0.085], [-0.030, 0.014, -0.032], [0.047, -0.102, -0.051], [-0.004, -0.012, -0.018], [-0.021, -0.041, 0.069], [0.114, 0.554, 0.003], [0.000, -0.088, 0.052], [0.009, 0.066, 0.044], [0.036, -0.113, 0.086], [0.106, 0.075, 0.359], [0.066, -0.083, 0.053], [0.101, -0.016, -0.121], [0.022, 0.058, -0.032], [0.067, -0.274, -0.074], [0.053, -0.110, 0.055], [0.009, -0.126, 0.018], [0.107, -0.213, 0.025], [-0.101, -0.043, -0.251], [0.048, 0.158, 0.149], [0.355, -0.061, 0.344], [-0.141, 0.000, 0.079], [0.007, -0.072, 0.096], [-0.023, -0.012, 0.070], [0.019, 0.000, -0.013], [0.003, -0.105, -0.078], [-0.284, 0.305, -0.390], [0.006, -0.112, 0.027], [-0.012, -0.012, -0.045], [0.153, 0.065, 0.064], [0.072, 0.070, -0.044], [-0.078, -0.057, 0.011], [-0.029, -0.099, 0.108], [-0.060, -0.073, 0.091], [-0.014, -0.008, -0.005], [0.007, -0.031, -0.075], [-0.013, -0.027, 0.022], [0.009, 0.003, -0.010], [-0.021, 0.015, -0.003], [0.036, 0.019, 0.040], [0.001, 0.087, -0.015], [-0.014, 0.010, 0.049], [-0.006, 0.034, -0.006], [0.037, 0.006, -0.001], [-0.024, -0.002, 0.000], [0.055, 0.025, -0.008], [0.017, 0.003, -0.023], [0.069, 0.008, 0.096], [-0.021, -0.010, -0.023], [0.022, 0.032, -0.003], [-0.009, -0.104, 0.009], [-0.005, 0.001, 0.035], [0.052, 0.027, -0.011], [0.006, -0.012, 0.012], [0.008, 0.006, -0.010], [0.037, 0.018, 0.005], [-0.032, 0.265, -0.042], [-0.005, 0.015, 0.011], [-0.021, -0.001, 0.032], [-0.010, 0.004, 0.016], [0.018, 0.015, -0.015], [-0.092, -0.023, -0.198], [0.027, -0.022, -0.006], [-0.060, 0.028, 0.076], [0.039, 0.007, 0.051], [0.004, 0.031, -0.029], [0.006, -0.019, 0.058], [-0.079, -0.140, -0.100], [-0.049, 0.022, -0.052], [-0.023, 0.015, -0.020], [0.001, -0.015, -0.014], [-0.011, -0.013, -0.047], [-0.038, -0.009, -0.021], [-0.105, 0.036, -0.039], [-0.024, 0.020, 0.011], [0.036, 0.076, -0.043], [-0.002, 0.008, -0.031], [0.054, -0.094, -0.113], [-0.070, -0.006, -0.045], [-0.012, 0.030, -0.003], [-0.017, -0.029, -0.002], [0.015, 0.001, -0.007], [-0.052, -0.111, 0.041], [-0.003, -0.061, 0.015], [-0.006, 0.017, 0.022], [0.041, 0.034, 0.083], [0.043, 0.012, -0.025], [0.024, -0.011, -0.011], [-0.054, 0.040, -0.040], [-0.020, -0.006, -0.002], [0.037, 0.003, 0.025]]}


Record 3
{"formula": "C7H17BO2", "method": "wB97M-V/def2-TZVPD", "max_force_ev_per_a": 1.17, "e_above_lowest_kcal_mol": 95.88, "homo_lumo_gap_ev": 10.0, "smiles": "CCCCCCBCOO", "symbols": ["O", "O", "C", "C", "C", "C", "C", "C", "C", "B", "H", "H", "H", "H", "H", "H", "H", "H", "H", "H", "H", "H", "H", "H", "H", "H", "H"], "positions_angstrom": [[-1.741908, -3.526099, 1.065822], [-2.900413, -3.240860, 0.291559], [-1.186805, 1.293023, -0.196659], [3.225029, 0.065789, 0.453880], [0.086612, 2.011291, 0.270990], [2.580568, 1.446082, 0.516338], [-2.422307, -2.515287, -0.853757], [-1.057252, -0.213959, -0.402967], [1.384245, 1.598148, -0.438816], [-2.428153, -0.959687, -0.511489], [-1.572987, 1.782558, -1.082587], [-3.455352, -0.393613, -0.290239], [-1.957545, -3.097934, 1.909846], [1.264241, 0.701634, -1.028223], [-3.035025, -2.791682, -1.704777], [-1.413240, -2.854958, -1.049824], [3.658870, -0.217407, 1.403702], [2.501879, -0.696185, 0.184968], [-0.502648, -0.405833, -1.319344], [-1.937016, 1.451718, 0.570188], [2.290316, 1.678741, 1.530722], [0.180578, 1.916437, 1.344815], [-0.061748, 3.068871, 0.086733], [3.344789, 2.167601, 0.261007], [-0.502174, -0.691976, 0.405532], [1.645357, 2.387402, -1.131679], [4.012087, 0.036186, -0.285743]], "forces_ev_per_a": [[0.220, 0.028, 0.562], [-0.405, -0.117, -0.198], [0.404, -0.006, 0.640], [-0.102, -0.021, 0.157], [-0.203, -0.096, -0.634], [0.138, -0.339, -0.357], [0.203, 0.654, 0.126], [-0.950, 0.582, -0.352], [0.261, 0.687, 0.493], [0.361, -0.270, -0.093], [-0.082, -0.080, -0.398], [-0.091, -0.069, 0.047], [0.019, -0.113, -0.159], [-0.074, -0.317, -0.071], [-0.312, -0.127, -0.097], [0.234, -0.265, -0.188], [0.200, -0.079, 0.236], [-0.192, -0.200, 0.024], [0.272, -0.349, -0.126], [-0.289, 0.160, 0.149], [-0.224, 0.008, 0.328], [0.120, -0.269, 0.324], [-0.069, 0.353, 0.157], [0.188, 0.339, -0.004], [0.225, -0.150, 0.158], [-0.071, 0.117, -0.437], [0.219, -0.062, -0.287]]}